No. 1
The following is a DFT calculation (ωB97M-V/def2-TZVPD) of C48H52IrN5OP2Si2 as an isolated structure.

Properties
frontier orbital gap (spin up / spin down) = 7.69 / 6.57 eV
expectation value of S² = 8.7734
ΔE to the lowest compared entry with this formula, charge and spin = 0.000 eV
energy = -3575.08251 Ha

The geometry in ORCA input format:
```
! RIJCOSX wB97M-V def2-TZVPD def2/J DEFGRID3
* xyz 1 6
Ir -1.369 -0.055 -0.064
C -0.440 -0.731 5.008
Si -1.564 -0.425 3.541
C -2.354 1.249 3.733
C -2.857 -1.765 3.403
N -0.635 -0.486 2.050
P 0.925 -0.320 1.702
C 0.718 -0.370 -0.016
P 1.183 -0.333 -1.698
N -0.243 -0.392 -2.363
Si -0.764 -0.260 -4.016
C -1.972 1.165 -4.191
C 0.675 0.038 -5.188
C -1.575 -1.889 -4.474
C 2.096 1.188 -1.992
C 1.342 2.342 -2.216
C 1.981 3.556 -2.400
C 3.368 3.624 -2.364
C 4.120 2.480 -2.139
C 3.485 1.261 -1.950
C 2.299 -1.704 -2.049
C 3.006 -1.757 -3.249
C 3.780 -2.864 -3.552
C 3.858 -3.925 -2.661
C 3.163 -3.878 -1.462
C 2.383 -2.773 -1.159
C 1.963 -1.668 2.277
C 3.353 -1.576 2.227
C 4.133 -2.679 2.537
C 3.530 -3.876 2.895
C 2.146 -3.976 2.943
C 1.363 -2.875 2.631
C 1.674 1.218 2.229
C 2.352 1.315 3.444
C 2.832 2.542 3.870
C 2.639 3.672 3.087
C 1.956 3.582 1.881
C 1.466 2.359 1.454
H -1.047 -0.994 5.877
H 0.125 0.166 5.268
H 0.266 -1.545 4.850
H -2.965 1.293 4.636
H -2.999 1.471 2.884
H -1.593 2.029 3.804
H -3.623 -1.665 4.172
H -2.413 -2.758 3.504
H -3.350 -1.709 2.430
H -1.498 1.992 -4.723
H -2.306 1.540 -3.224
H -2.859 0.882 -4.761
H 1.401 0.754 -4.797
H 0.280 0.459 -6.114
H 1.199 -0.884 -5.445
H -2.190 -2.263 -3.652
H -0.814 -2.646 -4.675
H -2.206 -1.809 -5.359
H 0.259 2.283 -2.239
H 1.398 4.450 -2.576
H 3.866 4.573 -2.518
H 5.200 2.536 -2.114
H 4.073 0.369 -1.769
H 2.958 -0.930 -3.948
H 4.326 -2.899 -4.485
H 4.466 -4.787 -2.901
H 3.232 -4.699 -0.760
H 1.855 -2.737 -0.215
H 3.828 -0.645 1.939
H 5.211 -2.604 2.500
H 4.140 -4.734 3.141
H 1.678 -4.907 3.231
H 0.283 -2.945 2.671
H 2.508 0.434 4.056
H 3.360 2.617 4.811
H 3.020 4.628 3.420
H 1.803 4.463 1.273
H 0.915 2.297 0.523
C -3.332 3.163 0.728
C -3.001 1.908 -0.034
O -1.613 1.854 -0.411
N -3.908 1.563 -1.143
C -3.963 -0.907 -1.559
C -3.283 -2.145 -1.035
C -3.833 -3.406 -1.233
C -3.147 -4.535 -0.826
C -1.906 -4.389 -0.225
C -1.407 -3.115 -0.054
N -2.078 -2.025 -0.444
H -3.413 4.006 0.040
H -2.553 3.386 1.454
H -4.280 3.041 1.253
H -4.653 2.221 -1.335
H -3.304 -0.475 -2.316
H -4.879 -1.206 -2.071
H -4.797 -3.484 -1.715
H -3.572 -5.517 -0.983
H -1.329 -5.241 0.104
H -0.447 -2.935 0.409
N -10.372 -0.502 2.548
C -9.361 -0.371 2.020
C -8.095 -0.208 1.359
C -7.180 -1.259 1.337
C -5.966 -1.093 0.700
C -5.640 0.112 0.077
C -6.554 1.157 0.120
C -7.780 1.000 0.751
C -4.272 0.244 -0.565
C -3.222 0.500 0.513
H -7.423 -2.194 1.823
H -5.258 -1.910 0.709
H -6.332 2.112 -0.335
H -8.491 1.815 0.774
*
```

---

No. 2
The following is a DFT calculation (ωB97M-V/def2-TZVPD) of C48H52N3O6PSiSr as an isolated structure.

Properties
frontier orbital gap = 8.65 eV
ΔE to the lowest compared entry with this formula, charge and spin = 0.171 eV
energy = -3137.90018 Ha

The geometry in ORCA input format:
```
! RIJCOSX wB97M-V def2-TZVPD def2/J DEFGRID3
* xyz 0 1
Sr 0.115 0.629 1.025
C 2.832 -0.595 3.214
C 2.290 0.357 4.277
C 2.072 1.783 3.780
C 1.009 -0.172 4.921
C 1.231 -1.304 5.918
O 0.087 -2.150 5.720
C -0.462 -1.769 4.530
N 0.022 -0.733 3.972
C -1.624 -2.616 4.146
C -2.331 -3.196 5.202
C -3.449 -3.978 4.971
C -3.866 -4.209 3.670
C -3.159 -3.651 2.616
C -2.039 -2.849 2.831
P -1.132 -2.165 1.396
C 0.053 -3.493 0.989
C 0.834 -3.284 -0.150
C 1.795 -4.212 -0.516
C 1.998 -5.347 0.259
C 1.228 -5.556 1.394
C 0.252 -4.635 1.758
C -2.360 -2.265 0.049
C -3.253 -1.197 -0.052
C -4.209 -1.179 -1.056
C -4.263 -2.211 -1.984
C -3.365 -3.265 -1.899
C -2.419 -3.296 -0.883
H 3.754 -0.207 2.782
H 2.130 -0.743 2.390
H 3.031 -1.585 3.629
H 3.040 0.406 5.076
H 1.199 1.864 3.129
H 2.931 2.151 3.222
H 1.883 2.454 4.620
H 0.507 0.668 5.416
H 1.247 -0.981 6.957
H 2.133 -1.882 5.702
H -1.999 -3.019 6.212
H -3.989 -4.405 5.806
H -4.735 -4.822 3.470
H -3.487 -3.839 1.603
H 0.667 -2.392 -0.751
H 2.391 -4.041 -1.405
H 2.754 -6.068 -0.023
H 1.382 -6.441 1.999
H -0.349 -4.812 2.641
H -3.199 -0.375 0.655
H -4.899 -0.348 -1.126
H -4.994 -2.186 -2.782
H -3.395 -4.064 -2.629
H -1.718 -4.122 -0.824
O -1.260 5.667 1.652
C -2.331 5.268 0.915
C -3.193 6.204 0.348
C -4.285 5.796 -0.399
C -4.543 4.444 -0.577
C -3.692 3.518 0.002
C -2.575 3.904 0.736
C -1.644 2.827 1.220
O -2.125 1.692 1.469
O -0.404 3.069 1.267
H -1.275 6.627 1.720
H -2.997 7.261 0.497
H -4.937 6.540 -0.839
H -5.395 4.119 -1.158
H -3.866 2.455 -0.113
C -0.072 -2.054 -3.746
C -0.175 -0.534 -3.926
C 0.304 -0.148 -5.326
C -1.639 -0.116 -3.757
Si 0.820 0.276 -2.528
O 0.243 -0.177 -1.108
C 0.706 2.166 -2.724
C 1.690 2.978 -3.295
C 1.550 4.360 -3.358
C 0.406 4.966 -2.852
C -0.595 4.183 -2.294
C -0.439 2.804 -2.235
C 2.652 -0.215 -2.678
C 3.249 -0.879 -1.602
C 4.591 -1.240 -1.615
C 5.379 -0.938 -2.717
C 4.811 -0.288 -3.805
C 3.466 0.059 -3.783
H -0.674 -2.569 -4.504
H -0.441 -2.357 -2.763
H 0.960 -2.403 -3.848
H -0.363 -0.574 -6.084
H 1.306 -0.528 -5.529
H 0.313 0.937 -5.468
H -2.268 -0.647 -4.483
H -1.775 0.956 -3.926
H -2.005 -0.357 -2.756
H 2.597 2.530 -3.688
H 2.327 4.964 -3.810
H 0.293 6.043 -2.900
H -1.493 4.643 -1.897
H -1.232 2.208 -1.791
H 2.652 -1.092 -0.721
H 5.022 -1.751 -0.761
H 6.428 -1.209 -2.731
H 5.415 -0.057 -4.673
H 3.049 0.554 -4.651
N 2.136 3.485 0.070
C 2.822 2.326 0.063
N 3.971 2.299 -0.678
O 2.496 1.329 0.740
H 2.250 4.122 -0.703
H 1.240 3.529 0.553
H 4.088 3.000 -1.391
H 4.286 1.374 -0.926
*
```